Record 1
{
  "formula": "C2H6BrN3",
  "method": "wB97M-V/def2-TZVPD",
  "species": ["C", "C", "N", "N", "N", "Br", "H", "H", "H", "H", "H", "H"],
  "positions_angstrom": [[-0.4829, 1.3871, -0.9210], [2.2356, -1.3377, 1.7984], [2.5541, -2.1421, 2.7189], [-1.3097, 2.2921, -1.3307], [-0.6418, 0.6703, 0.1465], [1.1376, -0.3826, 0.7629], [0.2853, 1.3639, -1.5468], [1.9236, -2.3753, 3.4274], [3.5243, -2.3229, 2.9227], [-1.1937, 2.9364, -2.0638], [-2.1942, 2.5128, -0.7960], [-1.2335, 0.8424, 0.8929]],
  "atomic_forces_ev_per_a": [[-3.374, 1.325, 1.796], [0.909, -1.401, 0.484], [-0.088, 2.059, -1.930], [-3.531, 0.753, 2.294], [2.910, -1.958, -0.695], [-0.412, 0.965, -0.553], [3.933, -1.149, -2.265], [-1.673, -0.881, 1.779], [1.036, -0.329, -0.108], [0.800, 0.447, -1.351], [1.367, -0.535, -0.707], [-1.878, 0.704, 1.256]],
  "lowdin_charge": [-0.272, -0.300, 0.265, 0.216, -0.110, 1.350, 0.110, 0.159, 0.190, 0.133, 0.187, 0.072],
  "charge": 2,
  "homo_ev": [-18.6, -18.6],
  "lumo_energy_ha": [-0.4337, -0.4338],
  "de_lowest_kcal_mol": 97.3,
  "gap_ev": [6.800, 6.799]
}



Record 2
{
  "formula": "C4H8O2",
  "method": "wB97M-V/def2-TZVPD",
  "species": ["C", "C", "C", "O", "C", "O", "H", "H", "H", "H", "H", "H", "H", "H"],
  "positions_angstrom": [[-2.2004, 0.1445, -0.2047], [-0.7831, 0.4534, 0.2485], [0.6598, -1.1998, -0.0798], [1.7365, -0.7913, 0.6896], [2.6742, 0.0501, 0.1691], [2.5769, 0.6710, -0.8516], [-2.6663, -0.6083, 0.4432], [-2.8246, 1.0444, -0.1798], [-2.2097, -0.2465, -1.2289], [-0.6938, 0.8630, 1.2603], [-0.2022, 1.0535, -0.4506], [-0.3871, -0.7125, 0.4373], [0.7692, -0.7670, -1.0860], [3.5507, 0.0457, 0.8334]],
  "atomic_forces_ev_per_a": [[-0.011, -0.027, -0.016], [0.030, 0.214, -0.089], [0.119, 0.106, -0.201], [0.158, -0.037, -0.013], [-0.004, 0.244, -0.417], [-0.017, -0.339, 0.546], [0.075, 0.176, -0.112], [0.101, -0.111, -0.025], [0.019, 0.091, 0.199], [-0.032, -0.161, -0.155], [-0.188, -0.034, 0.157], [-0.135, -0.032, 0.100], [0.007, -0.185, 0.110], [-0.120, 0.096, -0.085]],
  "lowdin_charge": [-0.126, -0.151, -0.002, -0.102, -0.322, 0.079, 0.078, 0.074, 0.079, 0.101, 0.084, 0.003, 0.060, 0.147],
  "homo_ev": -8.5,
  "lumo_energy_ha": 0.0247,
  "de_lowest_kcal_mol": 108.5,
  "gap_ev": 9.134
}



Record 3
{
  "formula": "C11H17N3P",
  "method": "wB97M-V/def2-TZVPD",
  "species": ["C", "C", "C", "C", "C", "C", "C", "C", "C", "C", "C", "N", "N", "N", "P", "H", "H", "H", "H", "H", "H", "H", "H", "H", "H", "H", "H", "H", "H", "H", "H", "H"],
  "positions_angstrom": [[-1.9495, 4.0357, -2.2299], [-2.4973, 3.4462, -1.0957], [-0.6515, 3.5397, -2.6552], [-1.9066, 2.3539, -0.4265], [-0.1542, 2.3572, -2.0723], [-0.7553, 1.8169, -0.8811], [-0.0962, 0.6549, -0.3522], [1.2741, -2.8418, 2.7646], [-2.0153, -1.0029, -0.6779], [2.8253, -0.9133, -0.6589], [0.2219, -1.8682, 2.1607], [1.1711, 0.6734, -0.0729], [-0.7745, -0.6311, -0.1865], [1.6463, -0.6125, 0.1903], [0.3376, -1.8734, 0.3048], [-2.3546, 4.9346, -2.6368], [-3.4605, 3.9151, -0.6940], [-0.1592, 4.0269, -3.4926], [-2.3918, 2.0035, 0.5685], [0.8880, 1.9218, -2.3157], [0.9888, -2.6605, 3.7349], [1.1237, -3.8804, 2.5418], [2.2690, -2.3665, 2.7925], [-2.2042, -2.0869, -0.4953], [-2.7875, -0.5144, -0.1449], [-2.1656, -0.9078, -1.8144], [2.8848, -1.8234, -1.2026], [2.8164, -0.1461, -1.4199], [3.6443, -0.7390, -0.0802], [0.3507, -0.8624, 2.4932], [-0.7726, -2.1773, 2.2755], [2.1377, -0.7294, 1.0960]],
  "atomic_forces_ev_per_a": [[2.682, -1.535, 1.027], [-1.612, 0.855, 0.378], [-1.699, -0.907, 0.318], [-2.537, 0.574, 2.200], [1.583, 0.674, 0.660], [0.967, 0.518, -2.619], [-0.303, -3.395, 1.145], [-0.609, 2.124, -0.661], [-2.297, -1.666, -2.697], [-1.259, 1.308, -2.523], [1.827, -0.562, -2.629], [-0.934, 1.435, -0.059], [4.214, 2.074, 0.727], [1.330, -2.509, 0.987], [-0.824, 0.228, 0.045], [-0.309, 0.263, -0.380], [1.513, -0.945, -0.467], [0.085, -0.224, 0.198], [0.884, 0.506, -1.933], [-1.977, 0.892, -0.013], [-0.328, -0.514, 2.901], [0.488, -0.303, -0.438], [-0.003, -0.865, -0.760], [0.348, 0.639, 0.000], [-1.026, 0.678, 0.220], [0.314, 0.255, 1.584], [-0.549, -1.208, 0.195], [0.104, 0.247, -0.233], [2.493, 0.171, 1.425], [-0.060, 0.742, 0.536], [-1.510, -0.586, 0.777], [-0.995, 1.037, 0.091]],
  "lowdin_charge": [-0.040, -0.074, -0.033, -0.052, -0.009, -0.218, -0.241, -0.113, -0.151, -0.009, -0.371, 0.110, -0.268, -0.303, 1.109, 0.100, 0.136, 0.105, 0.156, 0.134, 0.043, 0.079, 0.084, 0.089, 0.070, 0.131, 0.089, 0.099, 0.069, 0.079, 0.060, 0.138],
  "smiles": "CCP1N(C)C(c2ccccc2)=N[N@@H+]1C",
  "charge": 1,
  "homo_ev": -12.5,
  "lumo_energy_ha": -0.1101,
  "de_lowest_kcal_mol": 0.0,
  "gap_ev": 9.532
}



Record 4
{
  "formula": "C49H48BrGaN7O6",
  "method": "wB97M-V/def2-TZVPD",
  "species": ["Ga", "C", "O", "C", "C", "C", "C", "C", "C", "N", "C", "N", "C", "C", "C", "C", "C", "C", "O", "C", "N", "C", "C", "C", "C", "C", "C", "O", "C", "H", "H", "H", "H", "H", "H", "H", "H", "H", "H", "H", "H", "H", "H", "H", "H", "H", "H", "H", "H", "H", "H", "C", "O", "C", "C", "C", "C", "C", "C", "N", "C", "N", "C", "C", "C", "C", "C", "C", "O", "C", "N", "C", "C", "C", "C", "C", "C", "O", "C", "H", "H", "H", "H", "H", "H", "H", "H", "H", "H", "H", "H", "H", "H", "H", "H", "H", "H", "H", "H", "H", "H", "Br", "C", "C", "C", "N", "C", "C", "H", "H", "H", "H"],
  "positions_angstrom": [[-0.4362, -0.6333, 0.9190], [3.6431, -4.9115, 2.7307], [3.7962, -3.5664, 2.3859], [4.4660, -2.7575, 3.2376], [5.1767, -3.1976, 4.3847], [5.8013, -2.2270, 5.1635], [5.7004, -0.8998, 4.8868], [5.0012, -0.4374, 3.7794], [4.4287, -1.3862, 2.9445], [3.6176, -0.9881, 1.8203], [2.3176, -0.7768, 1.9194], [1.8080, -0.7540, 3.1425], [0.5108, -0.6729, 3.6479], [-0.6426, -0.6861, 2.8425], [-1.8340, -0.6360, 3.5533], [-1.9312, -0.5847, 4.9034], [-0.7189, -0.5102, 5.6676], [0.4731, -0.5785, 5.0423], [1.6686, -0.5503, 5.6668], [1.7939, -0.9148, 7.0097], [1.5027, -0.7571, 0.8592], [2.1569, -0.5649, -0.4331], [1.8409, -1.5039, -1.4228], [2.3379, -1.2609, -2.7075], [3.0359, -0.0600, -2.9341], [3.2898, 0.8272, -1.9744], [2.8534, 0.6269, -0.6848], [3.0889, 1.3883, 0.3534], [3.9716, 2.4750, 0.0877], [2.8060, -5.3152, 2.1527], [3.4520, -5.0746, 3.7987], [4.5097, -5.4726, 2.3524], [5.2035, -4.2126, 4.6957], [6.3520, -2.6591, 6.0466], [6.1492, -0.1452, 5.4623], [4.8922, 0.6257, 3.5417], [4.0109, -0.7986, 0.8794], [2.5807, -0.7136, 3.8883], [-2.7563, -0.5973, 2.9300], [-2.9048, -0.6721, 5.4056], [-0.7996, -0.4814, 6.7568], [2.8150, -1.2035, 7.1475], [1.0065, -1.6704, 7.2699], [1.5235, -0.0781, 7.6533], [1.3136, -2.3421, -1.1425], [2.2036, -1.9998, -3.4671], [3.4413, 0.1277, -3.8991], [3.8559, 1.7053, -2.1613], [4.2575, 2.9113, 1.0949], [3.4598, 3.2475, -0.4356], [4.9017, 2.0356, -0.3799], [-2.6113, 4.9374, -3.8505], [-2.7561, 3.8928, -2.9556], [-3.8283, 3.0343, -3.0171], [-4.9023, 3.2226, -3.9066], [-5.9789, 2.3981, -3.7760], [-5.9217, 1.2962, -2.9387], [-4.8785, 1.1251, -2.0916], [-3.8056, 1.9798, -2.1217], [-2.6332, 1.9193, -1.3147], [-1.9735, 0.7546, -1.0173], [-2.5811, -0.3836, -1.4140], [-2.1068, -1.7420, -1.1510], [-1.2041, -2.1089, -0.1875], [-0.9747, -3.4655, -0.0156], [-1.4963, -4.4668, -0.8880], [-2.4026, -4.0881, -1.8690], [-2.7408, -2.7569, -1.9490], [-3.6389, -2.2958, -2.8369], [-4.1490, -3.1572, -3.8375], [-0.8792, 0.7894, -0.3046], [-0.3635, 2.1211, -0.1269], [0.3473, 2.6815, -1.1860], [0.9279, 3.9736, -1.0887], [0.8120, 4.6637, 0.0723], [0.1343, 4.1515, 1.1590], [-0.5320, 2.8960, 1.0510], [-1.3179, 2.3618, 2.0173], [-1.1609, 3.0006, 3.3382], [-1.5853, 5.4154, -3.5720], [-3.4249, 5.6526, -3.8283], [-2.3851, 4.5349, -4.8410], [-4.8335, 4.1109, -4.5159], [-6.7161, 2.5477, -4.4334], [-6.7636, 0.6224, -2.9312], [-4.8725, 0.2311, -1.3857], [-2.0517, 2.7222, -1.2241], [-3.3336, -0.3662, -2.0925], [-0.4827, -3.8393, 0.8959], [-1.2149, -5.5120, -0.8971], [-2.8388, -4.7460, -2.6184], [-4.7189, -2.5684, -4.5617], [-4.8655, -3.9164, -3.4000], [-3.3337, -3.6085, -4.3236], [0.3902, 2.1600, -2.1752], [1.4365, 4.3842, -1.9297], [1.1356, 5.6700, 0.1383], [0.0834, 4.7409, 2.0617], [-1.5230, 2.3650, 4.0791], [-1.7289, 3.9202, 3.2940], [-0.1462, 3.2450, 3.4359], [-2.1297, -2.5536, -7.0280], [-1.5957, -1.2146, -5.8505], [-1.2373, -1.6268, -4.5686], [-0.8823, -0.6915, -3.6078], [-0.8883, 0.6072, -3.8670], [-1.3047, 1.0412, -5.0899], [-1.5463, 0.1778, -6.1268], [-1.1778, -2.6777, -4.2921], [-0.5186, -1.0577, -2.6593], [-1.3376, 2.0953, -5.2505], [-1.9854, 0.6822, -7.0097]],
  "atomic_forces_ev_per_a": [[0.156, -1.352, -0.073], [0.057, -1.228, -0.499], [-0.184, 0.967, 0.148], [0.596, -0.629, 0.774], [-0.707, 1.528, -1.180], [0.457, -2.201, 1.267], [-0.218, 1.140, -0.691], [-0.052, -0.702, -0.405], [-0.635, 0.357, -0.641], [1.971, 0.466, -0.976], [-2.404, -0.797, -0.698], [2.468, 0.258, 2.313], [-0.352, -0.006, -1.349], [1.335, 0.537, 1.340], [-1.802, 0.134, -1.892], [0.860, -0.108, 1.693], [-2.668, -0.382, 0.664], [0.139, 0.051, -0.117], [0.897, 0.153, -0.828], [-2.069, -0.054, 0.704], [1.719, 0.936, -0.638], [-1.730, -0.601, 0.753], [2.339, 2.747, -0.895], [-0.018, 0.561, 0.990], [-0.743, -2.641, -1.666], [0.477, 1.625, 1.576], [-0.942, -2.517, -0.732], [0.381, 1.714, 1.198], [1.631, -0.590, 2.174], [-0.073, 0.344, 0.196], [0.141, 0.057, -0.260], [0.047, 0.007, 0.596], [0.098, -0.658, -0.048], [-0.508, 1.034, -0.905], [0.698, 0.563, 1.041], [0.110, -0.427, 0.150], [-0.156, -0.554, 1.174], [-1.902, -0.190, -1.242], [0.522, -0.212, 0.712], [0.565, 0.324, -0.201], [0.142, 0.084, -0.359], [0.359, -0.409, 0.306], [1.125, 0.000, -0.224], [0.347, 0.297, 0.117], [-1.096, -1.789, 0.383], [-0.068, -0.138, -0.534], [0.148, 0.059, -0.752], [0.314, 0.556, -0.513], [-0.342, -0.633, -1.126], [-0.103, 0.492, -0.909], [-0.904, 0.985, 0.226], [2.846, 0.751, -0.331], [-0.353, -1.314, 1.169], [-0.102, 1.189, -1.097], [1.793, 0.837, 1.652], [2.348, -0.987, 0.954], [-1.563, 0.432, -0.563], [0.465, -2.304, 1.934], [1.458, 0.935, 0.055], [-0.521, -1.970, -0.018], [-2.383, 0.075, -0.748], [1.239, -1.682, 0.872], [-1.588, -0.240, -1.173], [-0.283, 0.747, 0.660], [-0.168, -2.390, -0.036], [0.284, 1.089, 0.348], [0.205, 0.437, -0.173], [0.462, 1.063, 0.320], [-0.917, 0.997, -0.383], [-1.810, -0.152, 0.933], [0.370, 1.061, 0.659], [0.892, 0.707, -0.060], [0.453, 0.654, -0.871], [-0.752, -1.995, -0.592], [-0.413, 0.217, 0.649], [-0.962, -1.330, 0.048], [0.628, 0.187, -0.012], [0.465, 0.232, 0.950], [-0.849, 0.557, -2.806], [-2.044, -0.413, -0.208], [-0.067, 0.177, -0.080], [-0.617, 0.162, -0.325], [-0.466, -0.184, -0.384], [-3.139, 0.301, -2.122], [-0.014, -0.165, 0.129], [-0.266, 1.523, -0.928], [-0.057, 0.809, -0.226], [0.382, 0.243, 0.083], [0.313, 0.380, -0.625], [0.142, 0.053, 0.667], [0.249, -0.210, 0.522], [0.238, 0.153, 0.286], [0.906, 0.624, -0.392], [0.881, -0.908, -0.840], [-0.013, 0.177, 1.112], [0.237, 0.243, -0.525], [0.658, 0.765, 0.086], [-0.195, -0.021, -0.047], [-0.549, -1.256, 1.001], [-0.236, 0.270, 0.276], [1.459, 0.097, 0.623], [-0.106, 0.008, -0.634], [0.556, 1.091, 1.116], [0.143, -0.324, -0.428], [0.474, 0.372, -1.399], [-0.464, 0.967, -0.076], [1.353, -1.625, 1.546], [-1.896, -0.385, -0.679], [-0.162, 0.137, -0.239], [0.058, 0.347, 0.039], [-0.052, 0.602, 0.054], [0.625, -0.980, 0.136]],
  "lowdin_charge": [0.576, -0.074, -0.063, -0.201, 0.008, -0.079, -0.094, -0.007, -0.170, 0.159, -0.355, 0.180, -0.152, -0.116, -0.148, -0.073, -0.007, -0.258, -0.099, -0.058, 0.107, -0.168, -0.002, -0.049, -0.072, -0.042, -0.305, -0.072, -0.039, 0.096, 0.098, 0.107, 0.097, 0.135, 0.094, 0.132, 0.175, 0.170, 0.119, 0.115, 0.117, 0.087, 0.111, 0.095, 0.081, 0.101, 0.106, 0.106, 0.118, 0.067, 0.122, -0.097, -0.107, -0.195, 0.011, -0.063, -0.071, -0.043, -0.151, 0.197, -0.331, 0.152, -0.169, -0.149, -0.104, -0.052, -0.025, -0.251, -0.109, -0.068, 0.114, -0.197, -0.009, -0.091, -0.099, 0.003, -0.204, -0.075, 0.006, 0.130, 0.094, 0.089, 0.109, 0.073, 0.113, 0.152, 0.118, 0.102, 0.106, 0.103, 0.112, 0.102, 0.125, 0.041, 0.125, 0.101, 0.104, 0.105, 0.068, 0.101, 0.071, 0.808, -0.678, -0.121, -0.151, 0.093, -0.119, -0.084, 0.106, 0.090, 0.095, 0.121],
  "charge": 1,
  "homo_ev": -10.1,
  "lumo_energy_ha": -0.0486,
  "gap_ev": 8.730
}